This record from the OMol25 dataset describes a structure of composition H12LiO6 in a non-equilibrium geometry. The level of theory is ωB97M-V/def2-TZVPD.

Last column: Mulliken charge in e.
Element x y z (Å)
Li (-0.047, 0.222, 0.030)  0.91
O (-0.110, -1.321, 1.644)  -0.42
H (-0.834, -1.494, 2.000)  0.19
H (0.433, -0.727, 2.146)  0.31
O (1.163, 1.491, 0.674)  -0.59
H (1.474, 1.498, 1.689)  0.35
H (1.922, 1.129, 0.516)  0.29
O (-0.324, -2.024, -0.287)  -0.81
H (0.141, -1.754, 0.606)  0.48
H (-1.256, -2.393, -0.197)  0.26
O (1.953, -0.061, -1.095)  -0.62
H (2.713, -0.756, -1.281)  0.31
H (1.979, 0.596, -1.779)  0.32
O (-0.915, 0.687, -1.842)  -0.53
H (-1.847, 0.744, -1.786)  0.25
H (-0.787, 0.002, -2.423)  0.30
O (-1.743, 0.988, 0.624)  -0.73
H (-1.419, 1.979, 0.913)  0.40
H (-2.497, 1.195, -0.152)  0.33

Results
HOMO (eV): -13.79
Charge: +1
Kohn-Sham gap (eV): 10.04
Molecular weight (g mol⁻¹): 115.0